[1]
ORCA calculation (wB97M-V/def2-TZVPD) on a cluster of 4 separate species, C16H44N4O4 in total in a non-equilibrium geometry.

The molar mass is 356.55 g mol⁻¹. As for the charge: 0. Its total energy is -1155.86485 Ha. The calculation puts the gap between HOMO and LUMO at 9.1 eV.

```
68
Properties=species:S:1:pos:R:3:forces:R:3:lowdin_charge:R:1
C -0.1226 -1.5834 1.1896 -0.3 0.1 0.6 -0.05
C -1.1764 -0.4982 1.0931 -0.9 0.9 -1.2 -0.41
C -0.7396 0.7445 1.8740 0.4 -1.0 1.3 -0.22
O -1.4415 1.9121 1.5530 0.1 -0.2 -0.8 -0.17
C -0.7998 3.0713 1.9789 0.5 1.0 1.3 -0.13
N -1.4269 -0.1399 -0.3264 1.3 0.2 0.1 0.05
H -0.5828 -2.5502 0.9906 0.2 -0.1 -0.1 0.07
H 0.2206 -1.5632 2.2297 0.2 -0.4 -0.1 0.08
H 0.7297 -1.4294 0.5277 0.0 0.1 0.0 0.07
H -2.1193 -0.9266 1.4529 0.1 0.4 0.4 0.12
H 0.3483 0.8551 1.7532 0.0 0.3 -0.4 0.12
H -0.8498 0.5114 2.9483 -0.1 0.1 0.0 0.13
H 0.2992 3.0387 2.0102 -0.1 -0.5 -0.5 0.07
H -1.0461 3.3095 3.0276 -0.3 -0.1 -0.1 0.09
H -1.0612 3.9486 1.3882 -0.3 -0.3 -0.3 0.09
H -0.4765 0.0145 -0.6799 -0.3 -0.2 -0.5 0.05
H -1.8042 0.8029 -0.4023 -0.4 -0.1 0.4 0.08
C 4.7343 3.6065 -0.0920 1.1 -0.3 -0.6 -0.08
C 3.7281 4.6449 0.3410 -1.0 0.1 -1.7 -0.45
C 3.8827 4.9699 1.8013 0.9 0.7 0.5 -0.21
O 2.9830 5.9973 2.2122 0.3 -0.8 0.4 -0.18
C 2.1942 5.6056 3.3119 -1.1 0.3 -0.2 -0.12
N 3.8355 5.8671 -0.4620 1.1 0.5 0.2 0.04
H 5.7585 4.0004 -0.1044 -0.1 0.0 0.8 0.08
H 4.7173 3.2502 -1.1298 -1.0 0.3 0.0 0.07
H 4.6328 2.7028 0.5101 0.3 0.1 0.2 0.08
H 2.7438 4.2507 0.0473 -0.2 -0.4 1.0 0.13
H 4.8947 5.3540 1.9895 0.1 0.2 -0.5 0.13
H 3.8998 4.1059 2.4730 -0.8 -0.3 -0.3 0.12
H 1.5363 4.7693 3.0395 0.0 0.0 0.0 0.07
H 1.5593 6.4655 3.5338 0.0 -0.1 0.1 0.09
H 2.6942 5.3176 4.2428 0.6 0.1 -0.3 0.09
H 3.1910 6.5970 -0.1977 -0.1 -0.2 0.3 0.07
H 3.7561 5.7179 -1.4562 -0.1 -0.3 0.0 0.07
C 0.6797 -3.2680 -2.2605 0.5 0.3 0.1 -0.06
C 0.3795 -1.9299 -2.9392 -0.1 -0.4 0.8 -0.43
C 1.5535 -0.9544 -2.8070 0.5 0.3 -0.8 -0.20
O 1.1724 0.1893 -2.0778 -0.6 0.2 0.5 -0.21
C 2.1390 1.2064 -2.0259 1.2 -0.8 0.0 -0.11
N -0.0825 -2.1590 -4.2967 0.1 0.5 -1.2 0.03
H 1.0766 -3.1330 -1.2506 -0.1 0.3 0.0 0.06
H 1.4844 -3.7678 -2.8082 -0.4 -0.4 -0.1 0.08
H -0.2349 -3.8444 -2.1419 0.1 -0.3 -0.4 0.07
H -0.4805 -1.5533 -2.3787 0.1 0.5 -0.2 0.12
H 1.8780 -0.6218 -3.8056 -0.2 0.0 -0.1 0.12
H 2.4597 -1.4414 -2.4164 -0.2 0.1 0.5 0.13
H 2.6107 1.3140 -3.0090 -0.2 0.4 -0.1 0.09
H 2.9598 0.9075 -1.3576 0.0 0.0 0.1 0.09
H 1.7572 2.1451 -1.6356 -0.5 -0.1 -0.2 0.08
H 0.6577 -2.4422 -4.9425 0.2 -0.5 0.6 0.07
H -0.3179 -1.2707 -4.7437 -0.5 0.0 0.5 0.08
C -5.3593 -2.9363 0.5917 0.7 -1.9 1.5 -0.06
C -3.8697 -3.1729 0.2837 -0.8 1.8 -0.1 -0.44
C -3.5040 -4.5934 -0.0057 1.7 -0.5 -0.2 -0.24
O -3.9340 -5.4271 1.0484 -0.9 -0.1 -0.7 -0.19
C -3.8959 -6.8064 0.7289 -0.3 0.3 1.0 -0.10
N -3.5674 -2.2749 -0.8583 0.7 -0.6 -0.1 0.05
H -5.5494 -1.9293 0.9466 -0.2 0.3 -0.8 0.07
H -5.6172 -3.5520 1.4699 0.1 0.0 -0.1 0.07
H -5.9430 -3.3770 -0.2126 -0.3 0.8 -0.3 0.08
H -3.2939 -2.8945 1.1765 0.0 0.0 0.0 0.12
H -2.3979 -4.6740 -0.0299 0.0 0.3 0.1 0.12
H -3.7193 -4.9210 -1.0339 -1.0 -0.1 0.3 0.13
H -4.5041 -7.0778 -0.1390 0.5 0.3 -0.4 0.09
H -4.4120 -7.3074 1.5535 0.4 0.0 0.1 0.09
H -2.8436 -7.1052 0.7039 -0.2 -0.5 -0.4 0.09
H -2.8273 -2.6765 -1.4342 -0.1 0.0 0.0 0.05
H -3.1474 -1.3909 -0.5614 -0.2 -0.3 0.0 0.03
```
Positions in Å, forces in eV/Å.


[2]
ORCA calculation (wB97M-V/def2-TZVPD) on a structure of composition C16H44N5NaO7 in a non-equilibrium geometry.

The molar mass is 441.55 g mol⁻¹. As for the charge: 0. Its total energy is -1598.64684 Ha. The calculation puts the gap between HOMO and LUMO at 7.5 eV.

```
73
Properties=species:S:1:pos:R:3:forces:R:3:lowdin_charge:R:1
Na -0.3335 1.5757 0.4859 0.2 0.6 0.2 0.33
N -2.5990 4.3041 1.4431 -0.3 0.2 0.6 -0.64
O -3.7848 4.3397 1.1126 -0.1 0.0 -0.3 -0.04
O -1.9858 5.3278 1.7667 0.2 -0.1 -0.2 -0.04
O -2.0202 3.1771 1.5290 0.7 -0.8 -0.4 -0.14
C -2.3312 -3.0114 0.7078 0.8 -0.4 -0.6 -0.04
C -1.1277 -2.1624 1.1460 -1.0 -0.1 0.1 -0.40
C 0.1656 -2.7826 0.6464 -0.3 0.9 0.3 -0.24
O 0.3400 -3.9996 1.3043 0.1 -0.5 0.0 -0.19
C 1.3108 -4.8389 0.7104 0.1 0.4 -0.4 -0.09
N -1.2573 -0.7544 0.7068 0.6 -0.7 0.4 0.06
H -2.2467 -4.0158 1.1247 -0.2 0.1 0.2 0.08
H -2.2440 -3.1715 -0.3770 -0.2 0.2 0.0 0.08
H -3.3019 -2.5695 0.9165 0.0 0.1 0.2 0.08
H -1.0997 -2.1852 2.2404 0.2 0.2 0.0 0.13
H 0.9535 -2.0577 0.8975 0.3 -0.3 -0.2 0.10
H 0.0919 -2.9045 -0.4450 0.2 -0.1 0.0 0.13
H 1.1072 -4.9829 -0.3599 -0.2 -0.1 0.1 0.09
H 1.2757 -5.7937 1.2231 0.1 0.0 0.1 0.09
H 2.3118 -4.3910 0.7591 0.0 -0.1 0.3 0.09
H -2.0296 -0.3591 1.2330 -0.2 0.1 -0.4 0.09
H -1.4442 -0.7353 -0.2906 -0.3 0.1 0.1 0.05
C -3.8343 0.5965 -3.3609 -0.8 0.5 -0.3 -0.05
C -2.3944 0.3002 -2.9833 -1.1 -1.4 1.0 -0.45
C -1.4297 0.4814 -4.1260 0.4 0.8 -0.4 -0.20
O -1.8048 -0.1647 -5.3237 -0.2 -0.2 0.1 -0.18
C -1.7822 -1.5731 -5.2643 -0.2 -0.1 0.1 -0.10
N -1.9201 0.9848 -1.7775 0.4 0.7 -0.4 0.06
H -4.1577 -0.0139 -4.2076 0.2 0.2 -0.1 0.08
H -4.0086 1.6506 -3.6063 0.3 -0.1 -0.2 0.09
H -4.5785 0.3873 -2.5858 0.5 -0.1 0.3 0.08
H -2.4227 -0.7670 -2.7107 0.3 0.0 -0.1 0.12
H -0.4066 0.2380 -3.8075 -0.1 -0.2 -0.1 0.11
H -1.4071 1.5404 -4.4116 0.0 0.0 0.2 0.14
H -0.7510 -1.9384 -5.2799 0.0 -0.1 0.1 0.09
H -2.3392 -1.9703 -6.1117 0.2 0.2 -0.2 0.09
H -2.3143 -1.9614 -4.3897 0.2 0.0 0.1 0.08
H -1.8644 1.9751 -2.0118 0.0 0.0 0.3 0.10
H -2.5834 0.9144 -1.0129 -0.4 0.1 -0.3 0.08
C 2.4498 0.9061 3.5648 0.4 -0.2 -0.4 -0.04
C 1.1273 0.1927 3.3921 -1.3 0.5 -0.8 -0.41
C 0.6914 -0.4653 4.6915 0.1 0.4 0.4 -0.21
O 1.5710 -1.4810 5.1119 -0.3 -0.2 -0.1 -0.17
C 1.4376 -2.6773 4.3785 0.0 -0.6 -0.2 -0.11
N 0.1118 1.1878 2.9336 0.8 0.0 0.2 0.04
H 2.9414 1.1975 2.6333 -0.3 0.0 -0.2 0.07
H 3.1680 0.2606 4.0696 -0.1 0.1 0.3 0.08
H 2.2658 1.8265 4.1242 0.2 -0.1 0.2 0.09
H 1.1059 -0.5336 2.5712 0.6 -0.3 0.3 0.11
H -0.3483 -0.8186 4.6393 0.1 -0.2 -0.2 0.12
H 0.6916 0.2878 5.4877 0.1 0.0 -0.1 0.14
H 1.9359 -2.6779 3.3994 0.2 0.2 0.2 0.08
H 0.3984 -2.9597 4.1574 -0.1 0.3 0.3 0.08
H 1.8678 -3.4668 4.9941 0.1 0.0 -0.1 0.09
H 0.2898 2.0505 3.4382 -0.5 0.1 -0.1 0.08
H -0.8357 0.8890 3.1382 0.0 0.1 0.1 0.07
C 3.3904 4.0511 -1.5933 0.0 -0.1 -0.2 -0.06
C 2.1718 3.1708 -1.2828 0.6 1.0 -0.1 -0.42
C 2.5081 1.7392 -1.5951 -1.0 0.0 0.0 -0.20
O 1.2598 1.0602 -1.5965 0.0 -0.7 0.1 -0.22
C 1.4196 -0.3450 -1.6728 -0.6 -0.2 0.2 -0.10
N 1.7231 3.3229 0.1220 0.4 -0.1 -0.7 0.07
H 4.2447 3.6842 -1.0151 0.1 0.1 -0.1 0.08
H 3.2544 5.1072 -1.3569 -0.2 -0.1 0.2 0.08
H 3.6313 4.0247 -2.6589 0.1 -0.2 0.1 0.08
H 1.3588 3.4656 -1.9493 -0.1 -0.1 0.1 0.15
H 3.1796 1.3047 -0.8450 0.1 0.0 0.0 0.14
H 2.9339 1.6583 -2.5990 0.3 0.0 0.1 0.14
H 2.2022 -0.6277 -2.3808 0.1 0.0 0.1 0.10
H 0.4763 -0.7956 -1.9952 0.0 0.3 -0.2 0.07
H 1.5863 -0.7804 -0.6813 0.5 0.1 -0.1 0.07
H 2.5909 3.2535 0.6536 -0.3 -0.1 0.4 0.08
H 1.4478 4.2988 0.2119 -0.3 -0.1 0.3 0.09
```
Positions in Å, forces in eV/Å.